{"formula": "C35H56N3O4PRhSe2Te", "method": "wB97M-V/def2-TZVPD", "elements": ["Rh", "C", "Se", "C", "C", "Se", "C", "H", "H", "H", "H", "H", "H", "H", "H", "H", "H", "C", "C", "O", "P", "O", "C", "C", "O", "C", "C", "H", "H", "H", "H", "H", "H", "H", "H", "H", "H", "H", "H", "H", "H", "H", "C", "C", "C", "C", "C", "C", "Te", "N", "C", "O", "C", "C", "C", "C", "C", "C", "C", "C", "C", "C", "C", "C", "C", "C", "C", "C", "C", "C", "H", "H", "H", "H", "H", "H", "H", "H", "H", "H", "H", "H", "H", "H", "H", "H", "H", "H", "H", "H", "H", "H", "H", "H", "H", "H", "H", "N", "N", "H", "H", "H", "H"], "coordinates": [[-0.231960, -2.502718, -0.452366], [-2.922898, -2.946932, 2.438318], [-2.250519, -3.866965, 0.855799], [-1.183893, -5.204423, 1.830152], [0.199669, -4.736474, 2.224731], [1.289996, -4.242703, 0.653780], [2.726891, -3.343712, 1.605917], [-3.726858, -3.533157, 2.878786], [-3.296668, -1.972421, 2.134280], [-2.118730, -2.816168, 3.155859], [-1.132607, -6.068487, 1.172208], [-1.758603, -5.460034, 2.720474], [0.721304, -5.534573, 2.757074], [0.145458, -3.860759, 2.872433], [3.526483, -4.057705, 1.788559], [2.363107, -2.938100, 2.545186], [3.087354, -2.551002, 0.959139], [3.621339, 0.994881, -3.653905], [2.396213, 0.500207, -2.910964], [2.480491, -0.933543, -2.842722], [1.542341, -2.010246, -2.115189], [2.631855, -2.976359, -1.446388], [3.882478, -3.322369, -2.098563], [5.017327, -2.432253, -1.633671], [1.175506, -2.941783, -3.382704], [0.597977, -2.462183, -4.613937], [1.339018, -3.095731, -5.773916], [3.541073, 2.065558, -3.826564], [3.703774, 0.489993, -4.614665], [4.527820, 0.794864, -3.086493], [1.489239, 0.789237, -3.449105], [2.348866, 0.924889, -1.903465], [3.758320, -3.262518, -3.179608], [4.070925, -4.359503, -1.821490], [4.820906, -1.395626, -1.893790], [5.941400, -2.744220, -2.115927], [5.150930, -2.503094, -0.555247], [0.672092, -1.373536, -4.664100], [-0.460356, -2.736363, -4.628336], [2.373586, -2.757708, -5.791663], [0.859486, -2.823866, -6.711561], [1.335975, -4.180084, -5.677596], [2.631494, 7.283874, 2.211507], [1.964562, 6.024039, 1.749763], [1.054871, 6.019235, 0.700799], [0.458094, 4.844471, 0.248783], [-0.474561, 4.874819, -0.932239], [0.748923, 3.673434, 0.937506], [-0.312995, 1.736744, 0.250155], [-0.887828, -0.232357, -0.484165], [-1.834815, -0.523228, -1.335646], [-2.055258, -1.752048, -1.603346], [-2.719905, 0.500179, -1.959416], [-2.222692, 1.698399, -2.465621], [-3.089603, 2.632195, -3.011082], [-4.450760, 2.364206, -3.060217], [-4.945822, 1.160421, -2.580289], [-4.082121, 0.222766, -2.037278], [-1.242800, 1.385614, 2.137541], [-0.866485, 0.327198, 2.978307], [0.224433, -0.633937, 2.633368], [-1.550450, 0.150690, 4.177861], [-2.630712, 0.944254, 4.533183], [-3.370254, 0.733082, 5.819246], [-3.014343, 1.954898, 3.659926], [-2.336560, 2.195083, 2.473886], [-2.803841, 3.304650, 1.574400], [1.701206, 3.617319, 1.952316], [2.108323, 2.330355, 2.607170], [2.282840, 4.811891, 2.356179], [2.318609, 8.144339, 1.625678], [3.715083, 7.190727, 2.138469], [2.395406, 7.471554, 3.259252], [0.805482, 6.949214, 0.205717], [-0.483566, 5.862819, -1.387180], [-1.495755, 4.631970, -0.633760], [-0.154133, 4.152960, -1.686553], [-1.154191, 1.861215, -2.505718], [-2.698024, 3.548354, -3.431794], [-5.122798, 3.087241, -3.501035], [-6.004057, 0.944456, -2.632881], [-4.449927, -0.718196, -1.651262], [1.000773, -0.175794, 2.020862], [-0.208019, -1.443607, 2.031245], [0.674696, -1.055873, 3.532005], [-1.241927, -0.641933, 4.850714], [-2.971637, -0.112257, 6.376335], [-4.430374, 0.561312, 5.631581], [-3.296356, 1.623294, 6.444280], [-3.879054, 2.559637, 3.904176], [-3.767004, 3.683033, 1.911471], [-2.918847, 2.940834, 0.549862], [-2.093465, 4.134455, 1.580255], [2.392294, 1.599947, 1.847130], [1.282661, 1.937149, 3.201799], [2.958143, 2.486090, 3.268424], [3.015485, 4.792136, 3.153465], [-1.382972, -5.526165, -1.356121], [-0.823385, -4.347856, -1.916086], [-0.675946, -6.248608, -1.295228], [-2.166311, -5.876508, -1.899061], [-1.570383, -3.769055, -2.293399], [-0.109554, -4.507441, -2.623995]], "forces_ev_per_a": [[-2.815, -0.322, -2.809], [0.247, 0.198, -0.028], [0.690, 0.615, 0.100], [0.029, 0.072, -0.282], [-0.062, 0.217, 0.050], [-0.580, 1.001, 0.319], [0.181, -0.065, 0.019], [0.030, -0.071, -0.135], [0.009, 0.020, -0.026], [0.031, 0.088, 0.055], [-0.121, -0.024, 0.065], [-0.014, -0.036, -0.049], [0.095, 0.050, -0.077], [0.090, 0.019, -0.038], [-0.047, -0.038, 0.020], [-0.122, 0.002, -0.024], [-0.045, -0.008, -0.003], [-0.127, -0.243, 0.117], [0.000, 0.770, -0.067], [-0.939, -0.224, 0.630], [0.610, -1.576, 0.013], [-0.129, 0.514, 0.042], [0.478, -0.021, -0.163], [-0.278, -0.042, 0.067], [-0.230, 0.242, 0.444], [-0.051, 0.119, -0.519], [-0.020, 0.062, 0.281], [0.007, 0.055, 0.016], [-0.023, 0.040, -0.074], [0.038, 0.043, 0.039], [-0.022, -0.132, 0.046], [-0.004, -0.142, -0.015], [-0.078, -0.058, 0.023], [-0.092, 0.004, -0.062], [0.052, 0.054, -0.024], [0.050, -0.022, -0.010], [0.053, -0.020, 0.040], [-0.025, -0.013, 0.057], [0.059, 0.050, 0.094], [0.033, 0.028, -0.049], [-0.001, 0.008, -0.056], [-0.044, -0.050, -0.048], [-0.006, 0.017, 0.035], [0.000, -0.109, -0.036], [-0.024, -0.011, 0.077], [-0.252, -0.156, -0.188], [0.044, 0.055, 0.010], [0.465, -0.686, 0.091], [-0.443, 1.508, 0.725], [1.066, -2.151, 0.447], [-0.033, 1.535, 0.348], [1.722, -1.370, 0.601], [0.004, -0.146, -0.020], [-0.065, -0.135, -0.299], [0.093, -0.131, -0.071], [-0.039, 0.036, -0.019], [-0.042, -0.061, 0.018], [0.102, 0.095, 0.125], [0.016, -0.481, 0.012], [0.032, 0.470, -0.063], [-0.051, -0.236, -0.231], [-0.095, -0.034, -0.055], [0.043, 0.038, -0.063], [-0.016, 0.047, 0.027], [0.041, -0.114, 0.012], [0.011, 0.119, -0.248], [-0.107, -0.026, 0.091], [0.068, 0.010, 0.068], [0.033, 0.132, 0.017], [-0.100, -0.033, -0.032], [-0.009, 0.033, -0.005], [0.023, 0.022, -0.016], [-0.011, 0.055, 0.009], [0.007, 0.038, -0.043], [0.016, 0.009, -0.023], [-0.011, -0.044, -0.081], [-0.096, 0.045, -0.064], [-0.043, 0.103, 0.068], [-0.016, 0.033, 0.016], [-0.036, 0.024, 0.026], [-0.015, 0.034, -0.011], [-0.066, -0.018, -0.033], [0.059, -0.003, 0.039], [0.125, -0.073, 0.085], [0.035, -0.005, 0.001], [0.053, -0.029, -0.001], [-0.016, -0.009, 0.026], [-0.017, -0.029, 0.016], [-0.001, -0.018, 0.056], [0.021, 0.091, 0.005], [0.006, 0.043, -0.017], [-0.021, 0.124, -0.017], [-0.003, -0.004, -0.060], [-0.016, -0.073, 0.086], [0.022, -0.107, -0.012], [0.016, -0.006, 0.009], [0.026, 0.010, 0.046], [-0.029, -0.368, 0.198], [0.521, 0.714, 0.745], [0.025, 0.048, -0.143], [0.154, 0.019, -0.155], [0.066, 0.012, -0.041], [-0.152, -0.013, -0.067]], "fmax_ev_per_a": 3.99, "homo_lumo_gap_ev": [5.511, 5.110], "spin_multiplicity": 2, "e_tot_ha": -7354.697179, "total_charge": 2, "de_lowest_kcal_mol": 0.0}